(1)
The following is a quantum chemistry calculation of 2 unconnected molecules or ions with the total composition C4H9NO2S in a non-equilibrium geometry, from the OMol25 dataset.

ORCA input file:
```
! RIJCOSX wB97M-V def2-TZVPD def2/J DEFGRID3
* xyz 0 1
C -1.787 -0.678 0.130
C 1.594 1.030 0.796
C 1.025 -1.128 0.005
C -0.702 0.396 0.018
N 0.489 0.147 0.495
O -1.879 -1.472 -0.927
O -2.495 -0.652 1.118
S -1.308 1.990 -0.175
H 1.292 2.065 1.069
H 2.289 0.578 1.570
H 2.243 1.317 -0.054
H 0.380 -1.998 0.305
H 0.822 -0.869 -1.106
H 2.012 -1.270 0.454
H -0.152 -0.007 -1.935
H -1.267 -1.185 -1.614
H -2.555 1.735 -0.149
*
```

Values from the calculation:
HOMO level ... -0.29694 Eh

(2)
The following is a quantum chemistry calculation of 2 unconnected molecules or ions with the total composition C4H9NO2S in a non-equilibrium geometry, from the OMol25 dataset.

ORCA input file:
```
! RIJCOSX wB97M-V def2-TZVPD def2/J DEFGRID3
* xyz 0 1
O 1.726 1.242 -0.066
C 0.645 0.720 0.100
N 0.411 -0.501 -0.463
C 1.380 -1.120 -1.348
O 2.663 -1.214 -0.802
C -0.146 1.008 1.407
C -0.600 1.719 0.181
S -2.599 -0.542 0.572
H -0.530 -0.856 -0.426
H 1.010 -2.090 -1.582
H 1.384 -0.619 -2.301
H 2.839 -0.347 -0.486
H -0.967 0.386 1.804
H 0.396 1.644 2.061
H -1.512 1.300 -0.235
H -0.355 2.771 0.056
H -3.536 -1.493 0.470
*
```

Values from the calculation:
HOMO level ... -0.29538 Eh

(3)
The following is a quantum chemistry calculation of a single C4H9NO3 molecule in a non-equilibrium geometry, from the OMol25 dataset.

ORCA input file:
```
! RIJCOSX wB97M-V def2-TZVPD def2/J DEFGRID3
* xyz 0 1
N 1.405 -0.461 -1.277
C 0.657 -0.485 -0.047
C -0.742 -1.394 -0.197
O -1.304 -1.652 1.073
C 0.336 0.896 0.525
O 1.257 1.872 0.031
C -1.100 1.206 0.117
O -2.030 1.154 0.928
H 1.970 0.389 -1.332
H 1.975 -1.297 -1.385
H 1.218 -1.036 0.715
H -1.497 -1.076 -0.925
H -0.387 -2.347 -0.604
H -1.933 -0.924 1.264
H 0.392 0.883 1.620
H 1.014 2.729 0.419
H -1.233 1.544 -0.924
*
```

Values from the calculation:
HOMO level ... -0.33403 Eh

(4)
The following is a quantum chemistry calculation of a single C4H9NO3 molecule in a non-equilibrium geometry, from the OMol25 dataset.

ORCA input file:
```
! RIJCOSX wB97M-V def2-TZVPD def2/J DEFGRID3
* xyz 0 1
C 2.041 -0.533 -0.564
C 1.106 -0.144 0.549
C 0.845 1.363 0.719
O 0.793 2.103 -0.509
N -0.093 -0.994 0.556
C -1.241 -0.621 -0.043
O -1.633 0.464 -0.378
O -2.044 -1.744 -0.144
H 2.885 0.128 -0.750
H 2.322 -1.585 -0.515
H 1.489 -0.471 -1.501
H 1.541 -0.362 1.529
H 1.771 1.725 1.168
H -0.074 1.517 1.224
H 0.208 1.622 -1.109
H 0.070 -1.976 0.696
H -2.917 -1.459 -0.445
*
```

Values from the calculation:
HOMO level ... -0.37547 Eh

(5)
The following is a quantum chemistry calculation of a single C4H9NO3 molecule in a non-equilibrium geometry, from the OMol25 dataset.

ORCA input file:
```
! RIJCOSX wB97M-V def2-TZVPD def2/J DEFGRID3
* xyz 0 1
C 1.524 1.396 1.004
N 0.128 1.229 0.608
C -0.159 -0.131 0.207
C -1.671 -0.211 -0.105
O -2.201 -1.473 0.220
C 0.596 -0.700 -0.960
O 0.696 -0.231 -2.053
O 1.071 -1.938 -0.658
H 2.244 1.015 0.271
H 1.730 0.957 1.982
H 1.718 2.459 1.064
H -0.045 1.811 -0.200
H -0.015 -0.718 1.104
H -1.808 0.127 -1.131
H -2.127 0.553 0.531
H -2.897 -1.708 -0.401
H 1.218 -2.439 -1.483
*
```

Values from the calculation:
HOMO level ... -0.34833 Eh

(6)
The following is a quantum chemistry calculation of a single C4H9NO3 molecule, from the OMol25 dataset.

ORCA input file:
```
! RIJCOSX wB97M-V def2-TZVPD def2/J DEFGRID3
* xyz 0 1
C 0.091 -1.978 0.492
C 0.096 -0.460 0.412
C 1.429 0.090 -0.140
N 1.516 1.529 -0.236
O -0.972 -0.061 -0.467
C -1.673 1.033 -0.135
O -1.533 1.680 0.855
O -2.567 1.309 -1.082
H 0.262 -2.403 -0.492
H 0.874 -2.311 1.165
H -0.868 -2.332 0.863
H -0.104 -0.015 1.395
H 2.232 -0.255 0.516
H 1.594 -0.325 -1.138
H 1.343 1.960 0.666
H 0.826 1.894 -0.884
H -2.546 0.644 -1.788
*
```

Values from the calculation:
HOMO level ... -0.34487 Eh

(7)
The following is a quantum chemistry calculation of 2 unconnected molecules or ions with the total composition C4H9NO3 in a non-equilibrium geometry, from the OMol25 dataset.

ORCA input file:
```
! RIJCOSX wB97M-V def2-TZVPD def2/J DEFGRID3
* xyz 0 1
C 1.678 0.632 0.372
C 1.850 -0.242 -0.836
O 2.916 -0.411 -1.392
N 0.717 -0.884 -1.309
C -0.479 -1.218 -0.545
C -1.512 -0.118 -0.667
O -2.664 -0.389 -0.439
H 1.970 0.244 1.348
H 2.128 1.612 0.219
H 0.628 0.843 0.602
H 1.034 -1.624 -1.918
H -0.892 -2.170 -0.840
H -0.189 -1.331 0.494
H -1.172 0.897 -0.941
O -1.893 1.737 2.039
H -2.337 1.468 1.226
H -1.784 0.953 2.587
*
```

Values from the calculation:
HOMO level ... -0.36638 Eh

(8)
The following is a quantum chemistry calculation of a single C4H9NO3 molecule in a non-equilibrium geometry, from the OMol25 dataset.

ORCA input file:
```
! RIJCOSX wB97M-V def2-TZVPD def2/J DEFGRID3
* xyz 0 1
H -0.028 -1.996 -0.667
N -0.890 -1.483 -0.512
C -0.706 -0.290 -0.182
O -1.742 0.566 0.138
C -3.031 -0.022 0.156
C 0.560 0.464 0.172
O 0.649 1.735 -0.369
O 1.601 -0.414 -0.331
C 2.881 -0.134 0.192
H -3.261 -0.454 -0.820
H -3.074 -0.820 0.901
H -3.731 0.775 0.401
H 0.655 0.579 1.263
H 0.452 1.700 -1.314
H 3.601 -0.723 -0.373
H 3.121 0.930 0.093
H 2.944 -0.413 1.251
*
```

Values from the calculation:
HOMO level ... -0.37486 Eh

(9)
The following is a quantum chemistry calculation of a molecular structure, C4H9NO3 in a non-equilibrium geometry, from the OMol25 dataset.

ORCA input file:
```
! RIJCOSX wB97M-V def2-TZVPD def2/J DEFGRID3
* xyz 0 1
C 2.109 -0.742 0.764
C 0.446 1.113 -0.379
O 2.045 -1.387 -0.269
O 1.338 -1.048 1.824
O 1.273 1.185 -1.503
H 1.568 -0.520 2.596
H 0.398 -1.202 -0.679
H 1.842 0.404 -1.516
H 2.966 -0.084 0.989
H 0.860 1.578 0.526
H -0.457 1.690 -0.591
C -2.838 -0.039 -0.222
C -1.646 -0.876 -0.467
N -0.465 -0.602 -0.580
H -3.124 0.476 -1.145
H -2.638 0.715 0.552
H -3.675 -0.660 0.100
*
```

Values from the calculation:
HOMO level (spin up / spin down) ... -0.24474 / -0.24472 Eh

(10)
The following is a quantum chemistry calculation of 3 unconnected molecules or ions with the total composition C4H9NO3 in a non-equilibrium geometry, from the OMol25 dataset.

ORCA input file:
```
! RIJCOSX wB97M-V def2-TZVPD def2/J DEFGRID3
* xyz 0 1
C 0.547 0.430 -0.425
C -1.718 -0.667 -0.384
C -2.398 -0.036 0.776
N 0.746 -0.529 0.412
C 2.876 1.000 0.379
O 1.308 -1.647 -0.180
O 0.814 0.370 -1.737
O 3.000 2.049 0.918
H 1.388 -2.258 0.562
H 0.681 1.239 -2.134
H 0.154 1.340 0.008
H 3.744 0.280 0.256
H -1.882 -0.264 -1.376
H -1.483 -1.722 -0.351
H -1.981 -0.383 1.724
H -2.318 1.057 0.754
H -3.478 -0.258 0.800
*
```

Values from the calculation:
HOMO level (spin up / spin down) ... -0.26362 / -0.28156 Eh

(11)
The following is a quantum chemistry calculation of a molecular structure, C4H9NO3 in a non-equilibrium geometry, from the OMol25 dataset.

ORCA input file:
```
! RIJCOSX wB97M-V def2-TZVPD def2/J DEFGRID3
* xyz 0 1
C -1.287 -0.261 0.080
C 1.972 0.630 1.238
C -1.727 -1.463 -0.731
N 1.011 -0.152 0.486
C -0.011 0.567 -0.747
O -0.576 -0.534 1.191
O -0.054 1.898 -0.362
O 0.243 0.254 -1.904
H -0.047 2.418 -1.178
H 1.367 -1.058 0.190
H -2.054 0.499 0.258
H 1.530 1.593 1.481
H 2.233 0.105 2.159
H 2.881 0.793 0.652
H -0.883 -2.128 -0.911
H -2.100 -1.131 -1.700
H -2.497 -2.028 -0.201
*
```

Values from the calculation:
HOMO level ... -0.32370 Eh

(12)
The following is a quantum chemistry calculation of 2 unconnected molecules or ions with the total composition C4H9NO4 in a non-equilibrium geometry, from the OMol25 dataset.

ORCA input file:
```
! RIJCOSX wB97M-V def2-TZVPD def2/J DEFGRID3
* xyz -2 1
O 0.191 0.629 3.004
C -0.148 1.207 1.963
O -0.931 2.105 1.704
C 0.813 0.598 0.854
C -0.150 -0.250 -0.085
C -1.103 0.447 -0.974
O -1.870 -0.424 -1.749
N 1.803 -0.231 1.427
H 1.265 1.454 0.468
H -0.507 -1.078 0.392
H 0.499 -0.754 -0.723
H -1.888 1.019 -0.391
H -0.524 1.273 -1.588
H 1.545 -1.181 1.414
H 2.259 -0.057 2.316
H 0.118 -1.470 -3.224
H -1.139 -1.228 -2.142
O -0.235 -2.060 -2.668
*
```

Values from the calculation:
HOMO level ... -0.00875 Eh